# 1
ORCA calculation (ωB97M-V/def2-TZVPD) on C35H47BrCdIN7O7S3Si as an isolated structure.

CARTESIAN COORDINATES (ANGSTROEM)
Cd  -0.26  0.51  -0.02
C  -0.22  3.20  2.95
C  -1.54  2.61  2.54
C  -2.73  3.02  3.11
C  -3.92  2.48  2.62
C  -3.90  1.59  1.57
C  -2.66  1.22  0.99
N  -1.51  1.70  1.56
N  -2.47  0.44  -0.08
Si  -3.56  -0.07  -1.33
C  -4.40  -1.68  -0.93
C  -2.55  -0.26  -2.89
C  -4.92  1.17  -1.65
H  -0.14  4.21  2.53
H  0.60  2.61  2.54
H  -0.13  3.28  4.03
H  -2.73  3.76  3.91
H  -4.87  2.77  3.06
H  -4.82  1.16  1.18
H  -3.68  -2.49  -0.80
H  -5.06  -1.96  -1.76
H  -5.02  -1.60  -0.03
H  -2.52  -1.30  -3.22
H  -1.52  0.08  -2.75
H  -2.98  0.34  -3.70
H  -5.71  1.15  -0.89
H  -5.37  0.95  -2.62
H  -4.52  2.19  -1.70
O  2.94  -1.31  -2.69
C  2.96  -0.40  -3.70
C  3.83  -0.67  -4.76
C  3.89  0.19  -5.84
C  3.09  1.33  -5.88
C  2.24  1.60  -4.82
C  2.16  0.75  -3.72
C  1.28  1.10  -2.56
O  1.15  0.18  -1.64
N  0.70  2.26  -2.57
N  0.04  2.61  -1.38
C  -0.87  3.47  -1.61
S  -1.62  4.40  -0.32
C  -3.00  4.95  -1.35
C  -2.44  5.27  -2.72
S  -1.36  3.91  -3.24
H  2.23  -0.99  -2.08
H  4.45  -1.56  -4.71
H  4.57  -0.03  -6.66
H  3.13  2.00  -6.73
H  1.62  2.49  -4.82
H  -3.44  5.82  -0.87
H  -3.74  4.16  -1.39
H  -1.85  6.19  -2.70
H  -3.23  5.37  -3.46
C  3.99  5.48  2.65
C  3.35  4.49  3.61
S  4.34  3.03  3.73
O  5.49  3.32  4.56
O  4.51  2.49  2.40
C  3.31  1.90  4.64
C  3.64  0.46  4.30
N  3.08  0.06  3.00
C  1.76  0.03  2.71
N  1.56  -0.15  1.41
C  2.81  -0.22  0.83
C  3.74  -0.09  1.80
N  5.16  -0.19  1.64
O  5.57  -0.21  0.50
O  5.84  -0.40  2.63
C  0.70  0.10  3.75
H  3.39  6.38  2.60
H  4.07  5.05  1.65
H  5.00  5.75  2.98
H  2.36  4.17  3.27
H  3.28  4.89  4.63
H  2.27  2.15  4.43
H  3.53  2.09  5.69
H  3.22  -0.18  5.07
H  4.70  0.29  4.26
H  2.97  -0.36  -0.22
H  1.12  0.10  4.76
H  0.05  -0.77  3.63
H  0.07  0.98  3.63
Br  -2.91  -4.60  -2.95
C  -1.12  -4.60  -3.58
C  -0.86  -5.28  -4.76
C  0.42  -5.31  -5.28
C  1.45  -4.66  -4.62
C  1.20  -3.98  -3.43
C  -0.09  -3.95  -2.91
I  -0.40  -2.90  -1.15
H  -1.68  -5.78  -5.27
H  0.61  -5.84  -6.20
H  2.46  -4.67  -5.02
H  2.00  -3.45  -2.93
C  -2.63  -3.40  2.85
C  -2.42  -2.08  2.14
O  -1.03  -1.83  1.89
H  -3.69  -3.57  3.02
H  -2.12  -3.42  3.81
H  -2.25  -4.23  2.24
H  -2.75  -1.25  2.76
H  -2.97  -2.04  1.21
H  -0.62  -2.64  1.58

Its total energy is -184912.09767 eV. For the HOMO energy, the calculation gives -7.556 eV. Its LUMO energy is -0.18 eV.

Results of the Löwdin charge analysis, in e, for atoms 1 through 99: 1.396, -0.072, -0.410, -0.065, -0.074, -0.037, -0.492, 0.030, -0.138, 0.330, -0.202, -0.176, -0.169, 0.077, 0.055, 0.087, 0.105, 0.106, 0.091, -0.030, 0.035, 0.031, 0.004, -0.003, 0.032, 0.024, 0.036, 0.008, 0.011, -0.257, -0.020, -0.088, -0.095, -0.030, -0.072, -0.439, -0.280, -0.008, -0.131, -0.935, 0.938, -0.516, -0.529, 0.933, 0.029, 0.115, 0.101, 0.097, 0.105, 0.081, 0.051, 0.072, 0.077, -0.103, -0.296, 0.654, -0.297, -0.279, -0.206, -0.126, 0.056, -0.311, 0.059, -0.022, -0.163, -0.337, 0.121, 0.077, 0.018, 0.080, 0.080, 0.083, 0.074, 0.111, 0.084, 0.119, 0.131, 0.115, 0.107, 0.082, 0.076, 0.050, 0.741, -0.731, -0.137, -0.078, -0.071, -0.142, -0.704, 1.101, 0.098, 0.107, 0.109, 0.079, -0.073, -0.313, -0.214, 0.080, 0.077

---

# 2
ORCA calculation (ωB97M-V/def2-TZVPD) on C35H47Cl3N5O2SeV as an isolated structure at a distorted geometry.

CARTESIAN COORDINATES (ANGSTROEM)
V  -1.41  -0.25  0.20
Cl  -0.05  2.94  6.41
C  -0.49  2.62  4.81
C  -0.21  1.32  4.30
C  -0.44  1.04  2.98
Cl  -0.18  -0.53  2.31
C  -1.02  2.02  2.09
O  -1.18  1.81  0.81
C  -1.46  3.27  2.70
Cl  -2.44  4.31  1.71
C  -1.11  3.57  3.99
H  0.42  0.59  4.84
H  -1.34  4.56  4.39
C  -1.51  -1.92  -0.44
H  -2.10  -2.79  -0.06
H  -0.85  -2.40  -1.18
C  -5.53  0.00  0.99
C  -4.33  -0.64  1.64
O  -3.13  -0.24  1.47
C  -4.57  -1.86  2.43
C  -3.42  -2.58  2.90
C  -3.56  -3.64  3.77
C  -4.81  -3.95  4.31
C  -5.96  -3.20  3.88
C  -5.84  -2.21  2.94
H  -5.24  0.90  0.44
H  -6.21  0.25  1.78
H  -5.96  -0.70  0.31
H  -2.44  -2.20  2.60
H  -2.69  -4.16  4.17
H  -4.93  -4.71  5.08
H  -6.97  -3.45  4.28
H  -6.75  -1.75  2.57
C  4.63  -4.53  -1.79
C  4.33  -3.03  -1.87
C  2.84  -2.70  -1.69
C  2.40  -2.49  -0.26
N  2.80  -1.20  0.31
C  2.34  0.07  -0.08
Se  0.77  0.29  -1.08
N  3.12  1.03  0.39
C  3.20  2.41  -0.14
C  4.53  2.77  -0.83
C  4.78  2.16  -2.25
C  4.04  2.94  -3.36
C  4.08  0.44  1.25
C  5.07  0.98  2.01
C  5.91  0.09  2.73
C  5.75  -1.29  2.63
C  4.69  -1.87  1.92
C  3.89  -0.97  1.17
H  5.75  -4.75  -1.73
H  4.19  -5.08  -2.66
H  4.17  -4.94  -0.87
H  4.74  -2.55  -2.79
H  4.96  -2.59  -1.06
H  2.28  -3.56  -2.17
H  2.53  -1.80  -2.25
H  2.58  -3.31  0.45
H  1.29  -2.46  -0.29
H  3.01  3.11  0.65
H  2.37  2.45  -0.88
H  5.37  2.52  -0.18
H  4.57  3.86  -0.94
H  4.33  1.08  -2.30
H  5.87  2.06  -2.47
H  2.92  2.90  -3.26
H  4.26  2.68  -4.40
H  4.30  4.01  -3.28
H  5.27  2.04  2.05
H  6.80  0.51  3.23
H  6.41  -1.99  3.17
H  4.47  -2.95  1.99
C  -4.11  -1.00  -2.92
N  -3.20  0.06  -3.30
C  -2.44  -0.15  -4.54
C  -2.91  1.11  -2.42
N  -2.74  0.83  -1.13
N  -2.77  2.41  -2.85
C  -1.98  3.42  -2.14
C  -3.76  3.03  -3.73
H  -4.79  -1.27  -3.73
H  -4.70  -0.74  -2.03
H  -3.58  -1.93  -2.65
H  -1.89  -1.05  -4.50
H  -1.84  0.77  -4.73
H  -3.14  -0.20  -5.43
H  -2.80  1.64  -0.47
H  -2.23  3.54  -1.06
H  -2.07  4.34  -2.68
H  -0.90  3.13  -2.19
H  -4.09  2.38  -4.56
H  -3.29  3.92  -4.22
H  -4.64  3.40  -3.20

Its total energy is -177203.14781 eV. As for the multiplicity: 4. As for the net charge: -1. The expectation value of S² is 3.92. For the HOMO energy (spin up / spin down), the calculation gives -1.398 / -3.458 eV. Its LUMO energy (spin up / spin down) is 2.17 / 2.17 eV.

Atom-resolved charges from Löwdin, all expressed in e: 0.230, 0.650, -0.738, -0.135, -0.538, 0.832, -0.424, -0.286, -0.576, 0.667, -0.154, 0.107, 0.100, -0.343, -0.043, -0.083, -0.047, -0.401, -0.186, -0.168, -0.046, -0.136, -0.147, -0.137, -0.096, 0.069, 0.059, 0.057, 0.065, 0.084, 0.068, 0.092, 0.086, -0.134, -0.283, -0.199, -0.163, 0.002, -0.594, 0.793, -0.003, -0.124, -0.184, -0.240, -0.128, -0.135, -0.023, -0.089, -0.105, -0.009, -0.127, 0.083, 0.075, 0.070, 0.110, 0.098, 0.135, 0.080, 0.132, 0.084, 0.120, 0.078, 0.085, 0.109, 0.122, 0.107, 0.079, 0.064, 0.062, 0.107, 0.104, 0.106, 0.114, -0.070, -0.157, -0.054, -0.386, 0.096, -0.157, -0.048, -0.076, 0.074, 0.080, 0.082, 0.063, 0.090, 0.088, 0.062, 0.053, 0.059, 0.093, 0.084, 0.081, 0.082

---

ΔE to the lowest compared entry with this formula, charge and spin, record by record: 62.49 168.13 kJ/mol